Below is a cluster of 9 separate species, C63H138N6O15S3 in total in a non-equilibrium geometry, with properties calculated with the ωB97M-V functional and the def2-TZVPD basis.

The geometry in XYZ format:
```
225
Properties=species:S:1:pos:R:3:forces:R:3
C 5.774 -0.740 1.146 -1.1802 -0.3424 0.6892
C 4.607 0.139 1.647 -2.6133 -1.0600 -0.6887
C 3.310 -0.717 1.904 -0.5394 -0.6332 -0.8376
C 4.877 0.842 2.942 0.9214 0.2496 1.0094
C 5.875 1.993 2.734 -0.0776 -0.7388 -0.5515
C 5.258 2.956 1.726 0.4221 0.3687 0.4434
C 4.955 2.331 0.358 -1.2258 -0.4040 0.7865
C 4.033 3.327 -0.330 -0.2330 -0.4304 -0.7458
C 6.195 2.018 -0.457 0.1985 0.1853 -0.6023
N 4.078 1.145 0.654 1.0861 0.5259 1.0293
O 3.685 0.519 -0.526 0.3408 -0.3022 -0.4483
H 5.916 -1.527 1.896 0.0303 0.0325 -0.1019
H 5.473 -1.260 0.221 0.4844 0.3815 0.1645
H 6.694 -0.181 1.100 0.2978 0.0070 -0.4380
H 2.432 -0.151 2.177 0.1465 1.1633 0.0124
H 2.897 -1.270 1.049 0.7243 0.1453 -0.3431
H 3.275 -1.459 2.678 1.1045 -0.5347 0.7553
H 3.943 1.234 3.386 0.2093 0.0613 -0.4599
H 5.230 0.121 3.719 0.0090 0.3024 -0.6966
H 6.056 2.419 3.704 0.2262 0.6416 0.2964
H 6.848 1.634 2.338 -0.4454 0.0084 0.3732
H 5.886 3.850 1.583 -0.0769 -0.2620 -0.0357
H 4.309 3.311 2.141 0.0377 0.0011 -0.0861
H 3.165 3.501 0.299 -0.2114 -0.1911 -0.0550
H 3.713 2.961 -1.323 0.0914 0.2452 0.4373
H 4.516 4.283 -0.433 0.4228 0.4613 -0.2483
H 6.517 2.937 -0.961 0.1652 -0.2012 0.1601
H 6.052 1.280 -1.254 -0.3250 0.1693 -0.0223
H 7.006 1.605 0.124 0.2953 0.2134 0.3180
H 4.507 0.197 -0.939 -0.3005 -0.0593 -0.1478
C -1.137 1.812 -9.729 -0.1742 -0.5060 -0.2158
C -2.271 1.760 -8.709 -1.1799 0.2144 0.7978
C -3.141 3.048 -8.731 0.4755 -0.1287 -0.8994
C -3.250 0.594 -9.013 0.3864 0.0648 0.8056
C -2.627 -0.755 -8.715 0.7698 0.1818 -1.9338
C -2.274 -0.818 -7.281 1.0884 -0.2280 1.2579
C -1.291 0.293 -6.819 -0.8544 0.4189 -0.9736
C -1.258 0.336 -5.285 2.1354 -0.6702 0.2986
C 0.086 0.056 -7.436 0.5165 -0.0156 1.0000
N -1.812 1.641 -7.275 -0.9841 -1.6532 -0.3883
O -0.812 2.583 -6.990 -0.2207 0.4920 -0.2249
H -1.147 0.948 -10.400 0.0779 -0.2158 0.3049
H -1.269 2.630 -10.414 0.1953 0.7151 -0.0283
H -0.188 1.846 -9.214 0.2408 0.3407 -0.2178
H -4.112 2.938 -8.225 0.4501 -0.0431 -0.0664
H -2.580 3.868 -8.304 0.0580 0.2726 0.3144
H -3.305 3.349 -9.782 -0.2086 -0.2262 0.3465
H -4.090 0.666 -8.314 -0.2007 0.2865 -0.1963
H -3.621 0.699 -10.030 0.0151 0.0007 -0.0761
H -3.275 -1.569 -9.028 -0.2801 -0.1460 0.1418
H -1.712 -0.883 -9.353 -0.5993 0.0356 0.5273
H -1.836 -1.804 -7.041 -0.0016 0.4362 0.0710
H -3.133 -0.724 -6.635 -0.6756 -0.0618 0.0653
H -0.681 1.229 -4.986 -0.3656 -0.2865 0.0714
H -0.702 -0.546 -4.889 -0.0433 0.5400 -0.4777
H -2.169 0.255 -4.714 -0.5331 0.1524 -0.5385
H 0.097 -0.190 -8.503 -0.0867 0.1553 0.3683
H 0.529 -0.742 -6.869 0.2445 -0.9188 0.0153
H 0.763 0.879 -7.193 -0.2444 0.2056 -0.4695
H -1.320 3.203 -6.439 0.6461 0.1599 0.0090
C -2.832 -1.199 1.621 2.2418 0.8971 1.0857
C -1.502 -0.752 0.933 -1.5307 1.8138 -0.0877
C -0.362 -0.823 1.932 0.0795 0.5473 -0.3208
C -1.335 -1.631 -0.252 0.1984 -0.4304 -1.2612
C -0.288 -1.162 -1.250 0.2063 0.7285 0.8119
C -0.655 0.256 -1.723 0.5959 -1.1097 -0.1286
C -0.848 1.267 -0.619 -0.2781 1.3080 0.5931
C 0.499 1.775 -0.042 0.1877 0.4468 0.2195
C -1.692 2.453 -1.238 0.9443 -0.1320 0.7730
N -1.776 0.705 0.409 -0.0433 -1.7313 0.5370
O -1.828 1.587 1.554 -0.6404 0.1322 -0.2334
H -2.948 -0.454 2.412 -0.4991 -0.2651 0.2359
H -3.690 -1.255 1.006 -0.6998 0.1238 -0.8763
H -2.634 -2.170 2.070 -0.2076 -0.1603 0.1235
H -0.384 0.106 2.501 0.3683 0.0147 0.0453
H -0.546 -1.614 2.638 0.0603 -0.5295 0.2690
H 0.614 -0.982 1.450 -0.3557 0.1928 0.2391
H -1.119 -2.618 0.135 0.1383 -0.4391 0.0371
H -2.290 -1.688 -0.742 -0.6045 -0.1499 -0.3826
H 0.624 -1.138 -0.650 0.5241 0.1643 -0.4413
H -0.106 -1.806 -2.113 -0.2046 -0.1028 0.2222
H -1.614 0.220 -2.176 -1.0953 -0.4784 -0.7637
H 0.025 0.543 -2.544 -0.0355 0.4532 0.6825
H 0.978 2.450 -0.754 -0.2906 0.3126 -0.0663
H 1.316 1.056 0.107 -0.6391 -0.4393 0.0933
H 0.364 2.318 0.919 -0.0163 -0.2864 -0.6120
H -1.114 2.926 -2.025 -0.0415 -0.0483 -0.4798
H -1.806 3.233 -0.489 -0.0692 0.0297 0.2875
H -2.704 2.173 -1.572 0.5744 -0.2229 0.0515
H -2.768 1.887 1.656 1.1519 -0.6217 -0.5438
C 0.104 5.674 0.410 -0.3586 0.7373 0.4536
C -0.502 6.489 1.623 1.2386 0.0628 -0.0618
C -1.051 7.816 1.132 0.2182 0.1489 -0.8185
C -1.620 5.730 2.291 -0.5858 -0.4072 0.4850
C -1.129 4.557 3.120 -0.3746 -1.6455 -0.2926
C -0.150 5.039 4.196 -2.3638 -0.8225 -0.4462
C 0.968 5.794 3.627 2.3191 1.1408 0.3199
C 1.750 6.500 4.792 -1.1376 -0.6537 0.5147
C 1.954 4.887 2.905 -0.0449 -0.0906 0.2876
N 0.499 6.836 2.712 -0.5772 0.5322 -0.6155
O 1.680 7.372 2.082 -0.5893 -0.9290 -0.5249
H 0.055 4.605 0.618 0.2554 0.0848 -0.1999
H -0.470 5.889 -0.495 -0.3848 -0.1713 0.1414
H 1.108 6.007 0.121 -0.0591 -0.2271 0.5580
H -0.271 8.339 0.579 0.0246 0.1258 -0.0483
H -1.875 7.644 0.427 0.1166 0.0337 0.2063
H -1.389 8.470 1.929 -0.0661 -0.1239 0.2456
H -2.158 6.393 2.967 0.0798 0.3442 0.1804
H -2.383 5.468 1.552 0.2286 -0.2939 -0.1714
H -1.961 3.995 3.612 0.2944 0.7175 -0.2024
H -0.712 3.740 2.484 0.0824 0.6945 0.2208
H 0.159 4.167 4.756 0.4443 0.0029 0.3005
H -0.778 5.663 4.825 0.2154 0.2897 0.5084
H 2.073 5.745 5.524 0.0293 -0.0485 -0.3294
H 1.121 7.182 5.398 0.1562 -0.0792 -0.6730
H 2.628 6.995 4.433 0.4756 0.4218 -0.2376
H 2.525 5.467 2.194 0.2489 -0.0993 -0.0243
H 1.399 4.130 2.379 0.0700 -0.6187 -0.2471
H 2.619 4.456 3.646 0.1757 -0.4046 -0.0474
H 1.747 8.244 2.425 -0.0591 1.2257 0.4946
C 2.069 2.050 8.040 -0.8900 -0.4559 0.9038
C 0.824 1.200 7.664 -0.3977 0.6121 0.1048
C -0.252 1.352 8.762 0.8998 0.2649 1.1909
C 0.220 1.738 6.383 -1.2240 -0.2336 -1.0393
C 0.980 1.418 5.120 0.9114 -0.1286 -0.1338
C 1.172 -0.085 5.063 0.0072 -0.0770 -0.0573
C 1.813 -0.706 6.288 1.6771 -0.6859 -0.0891
C 1.671 -2.257 6.127 -0.4045 0.7548 0.8844
C 3.361 -0.468 6.345 0.2600 -0.0596 -0.5204
N 1.043 -0.242 7.453 -0.3363 -0.4716 0.1748
O 1.525 -0.821 8.673 0.0770 -0.2957 -0.2202
H 1.715 2.884 8.667 0.1575 -0.1482 -0.2509
H 2.707 1.431 8.693 0.2374 0.4179 -0.6135
H 2.508 2.484 7.147 0.5865 -0.2628 0.1452
H -0.600 2.388 8.905 0.2708 -0.1968 -0.4668
H -1.124 0.738 8.599 -0.1653 -0.3578 -0.2330
H 0.198 1.083 9.742 -0.3324 -0.0460 -0.5226
H -0.785 1.320 6.269 -0.0644 -0.3413 0.0781
H 0.001 2.789 6.410 0.3008 0.7895 0.5680
H 0.506 1.751 4.188 -0.2949 0.0648 0.3211
H 1.940 1.945 5.135 0.1677 -0.1131 -0.0460
H 1.757 -0.401 4.181 -0.5578 0.0238 0.2794
H 0.166 -0.519 5.103 -0.0118 -0.0957 -0.7510
H 0.610 -2.507 6.151 -0.0783 -0.1933 0.4367
H 2.256 -2.755 6.912 -0.4163 -0.0604 -0.1306
H 2.006 -2.632 5.172 0.4522 0.2819 -0.4197
H 3.880 -1.078 5.566 -0.6015 0.3392 0.3099
H 3.797 -0.824 7.284 -0.2702 0.2638 0.0627
H 3.682 0.567 6.152 -0.2771 -0.2049 0.2793
H 0.918 -1.563 8.862 0.2779 0.6301 -0.2736
C 4.259 -7.478 0.212 -0.0155 0.7082 -0.0377
C 2.714 -7.286 0.292 1.3974 0.1530 -0.6045
C 2.158 -7.600 -1.148 0.1463 0.5057 0.7664
C 2.277 -8.216 1.395 -0.9538 0.2216 1.1375
C 0.810 -8.066 1.776 -1.1575 0.8074 -0.9425
C 0.546 -6.584 2.237 1.0967 -1.7834 -1.1517
C 1.061 -5.594 1.177 -0.1835 1.2676 1.7307
C 0.054 -5.443 0.042 0.9314 0.0900 -1.4396
C 1.030 -4.250 1.972 -0.0083 -0.3852 0.3013
N 2.462 -5.868 0.767 -0.8747 -1.9735 1.2358
O 2.801 -4.942 -0.203 0.3318 0.5273 -1.0530
H 4.789 -7.285 1.148 -0.3715 0.1496 0.1676
H 4.530 -8.490 -0.069 -0.2352 -0.2268 -0.2011
H 4.689 -6.803 -0.529 -0.0053 -0.0115 -0.1596
H 1.389 -8.374 -1.192 -0.2898 0.3162 0.2788
H 1.822 -6.636 -1.561 0.0483 -0.6847 -0.2224
H 2.970 -7.999 -1.748 0.1088 0.1934 -0.2104
H 2.493 -9.254 1.219 0.1641 -0.5002 -0.7413
H 2.874 -8.003 2.284 0.0853 0.3038 0.0758
H 0.169 -8.301 0.861 0.6412 0.2648 1.0965
H 0.525 -8.783 2.547 0.0019 0.0468 0.0353
H 1.059 -6.439 3.191 0.0128 0.1369 -0.0459
H -0.500 -6.341 2.349 -0.4144 -0.2254 0.2154
H -0.662 -4.636 0.251 -0.0938 -0.6838 0.0288
H -0.388 -6.398 -0.248 -0.4629 0.1222 0.2773
H 0.610 -5.138 -0.874 -0.3918 0.1720 0.6087
H 1.178 -3.422 1.305 -0.0968 0.5963 -0.2641
H 1.788 -4.190 2.759 0.2118 -0.2670 -0.2373
H 0.068 -4.161 2.523 0.3643 0.0675 -0.6815
H 3.643 -4.582 0.087 0.0288 0.0783 0.0780
C -3.521 5.784 -1.406 -0.4023 -1.2710 -0.2734
C -3.343 5.683 -2.922 -0.4380 0.4533 1.0847
O -3.640 4.284 -3.209 0.6907 0.7352 -2.2252
S -3.398 3.961 -4.819 -0.5468 -1.2214 0.5812
C -3.741 2.246 -4.725 0.4036 0.5783 -0.4356
O -4.439 4.521 -5.660 1.3533 0.3350 1.0080
O -1.983 4.149 -5.104 -1.2080 0.6557 0.2417
H -2.923 4.950 -1.008 -0.0948 0.4224 0.1814
H -4.571 5.534 -1.184 0.3047 0.2614 0.1034
H -3.240 6.703 -0.903 0.0380 0.1814 -0.4056
H -4.040 6.297 -3.473 -0.3822 0.1965 -0.1019
H -2.353 5.999 -3.224 0.4470 -0.4920 -0.1561
H -3.118 1.763 -3.997 -0.1479 0.0021 0.5843
H -3.490 1.844 -5.692 0.3172 0.0044 -0.5671
H -4.795 2.194 -4.629 -0.9701 -0.3344 0.6650
C -0.915 -6.296 -6.832 -1.7439 -0.3641 1.7277
C -0.424 -5.478 -5.619 -0.0549 0.1941 -1.4633
O -1.539 -4.583 -5.391 -0.3514 0.9877 1.4261
S -1.303 -3.511 -4.184 -0.3303 0.2742 -0.0269
C -1.696 -4.473 -2.745 -0.2923 0.8863 -0.3862
O 0.102 -3.169 -4.169 -0.8679 0.0639 -0.1693
O -2.345 -2.510 -4.303 1.1839 -0.9849 -0.2212
H -1.908 -6.637 -6.415 0.7047 0.0363 -0.9345
H -0.398 -7.200 -7.136 0.5385 0.2112 0.2281
H -1.126 -5.659 -7.684 0.1734 0.1135 -0.0222
H -0.210 -6.050 -4.715 0.0297 -0.1688 -0.1829
H 0.372 -4.798 -5.863 0.8352 -0.2415 0.0109
H -2.761 -4.584 -2.847 -0.4312 -0.2436 0.3281
H -1.446 -3.934 -1.824 -0.0094 -0.0721 -0.4536
H -1.204 -5.413 -2.818 0.4759 -0.7438 0.1425
C -6.443 -2.074 3.074 0.3649 -0.1466 0.0453
C -6.248 -3.492 2.509 -0.3689 1.7055 -0.0903
O -5.468 -3.276 1.278 -0.3181 -1.7859 -0.2232
S -5.204 -4.584 0.339 -0.5793 -0.1253 -1.4342
C -6.413 -4.386 -1.027 1.0673 0.0012 1.0293
O -3.908 -4.406 -0.267 -0.5136 0.0810 0.7516
O -5.550 -5.822 0.996 0.3858 1.0565 0.2877
H -5.458 -1.627 3.198 -0.0289 0.1280 0.2542
H -6.999 -2.049 4.017 0.3181 -0.3485 -0.0261
H -7.007 -1.413 2.412 0.0922 -0.3730 -0.2847
H -5.741 -4.182 3.153 0.5614 -0.0908 0.3699
H -7.226 -3.899 2.342 -0.4403 -0.4646 -0.7550
H -7.404 -4.552 -0.621 -0.0715 -0.2279 -0.2074
H -6.083 -5.061 -1.828 -0.3372 -0.0133 0.4825
H -6.293 -3.376 -1.363 -0.0579 0.6055 -0.2411
```
Forces are in eV/Å.

Computed properties:
F_max   2.90 eV/Å
E   -139719.1324 eV
Frontier orbital gap   8.328 eV
SMILES string   CC1(C)CCCC(C)(C)N1O.CC1(C)CCCC(C)(C)N1O.CC1(C)CCCC(C)(C)N1O.CC1(C)CCCC(C)(C)N1O.CC1(C)CCCC(C)(C)N1O.CC1(C)CCCC(C)(C)N1O.CCOS(C)(=O)=O.CCOS(C)(=O)=O.CCOS(C)(=O)=O
LUMO level   0.29 eV